Entry from the OMol25 dataset: C14H23ClI2N2O2PRe as an isolated structure at a distorted geometry (ωB97M-V/def2-TZVPD).

The spin multiplicity is 4. Its HOMO energy (alpha / beta) is -16.865 / -16.382 eV. Its charge is +3. The HOMO-LUMO gap (alpha / beta) comes out at 3.528 / 2.963 eV. As for the maximum force: 5.9 eV/A. For the LUMO energy (alpha / beta), the calculation gives -13.3 / -13.4 eV.

Geometry as XYZ:
```
46
C14H23ClI2N2O2PRe ωB97M-V/def2-TZVPD
I -2.89193 2.86891 -3.91921
I 1.80500 0.03645 -2.49652
Re 0.41212 0.08242 -0.34788
P -0.37580 -1.93584 -0.76305
C -0.87493 -2.27010 -2.46645
C 0.97369 -3.10837 -0.48410
H -1.68131 -2.48003 1.19842
H -1.79639 -3.74542 -0.00538
H -2.72205 -2.26756 -0.25952
C -1.78395 -2.66644 0.13035
H 1.37430 -2.96056 0.52288
H 0.56788 -4.11818 -0.53706
H -0.98536 -3.34693 -2.59295
H -0.10288 -1.90778 -3.15034
H 1.75418 -2.99415 -1.24049
H -1.82136 -1.77475 -2.69536
C -0.90382 0.54004 -1.70594
O -1.62935 0.67644 -2.59234
Cl -0.06492 -0.29743 1.92361
C -1.22230 7.59054 2.55149
C -0.40544 6.87719 3.61000
N 0.64024 6.01316 3.04525
C 1.97156 6.08315 3.71282
C 2.47610 4.83737 4.39041
C 0.17631 4.93459 2.33224
O -1.03135 4.67868 2.18051
C 1.13545 4.05182 1.61032
C 2.41571 4.40563 1.19149
C 3.16809 3.44809 0.50673
C 2.61013 2.18633 0.28220
N 1.29725 1.95053 0.41567
C 0.59060 2.83003 1.17698
H -0.56211 8.06605 1.82826
H -1.82230 8.37662 3.01380
H -1.85331 6.87778 2.02186
H 0.11352 7.59218 4.24980
H -1.09157 6.26714 4.21788
H 2.69663 6.39588 2.96298
H 1.88352 6.91743 4.41496
H 2.59302 3.99283 3.72491
H 3.42491 5.06039 4.86959
H 1.78515 4.55629 5.16987
H 2.77172 5.40972 1.36734
H 4.20067 3.60816 0.19325
H 3.17781 1.34442 -0.13690
H -0.41393 2.53045 1.42656
```